ORCA calculation (the ωB97M-V functional and the def2-TZVPD basis) on a cluster of 12 separate species, C44H92N4O20 in total.

Structure (ORCA input):
```
! wB97M-V def2-TZVPD RIJCOSX def2/J DEFGRID3
* xyz 0 1
C 1.47 -1.04 -1.12
C -0.04 -0.94 -0.97
O -0.30 0.04 0.04
C -1.49 0.16 0.57
C -1.53 1.10 1.76
O -2.49 -0.33 0.12
H 1.91 -0.04 -1.12
H 1.69 -1.47 -2.10
H 1.94 -1.57 -0.30
H -0.46 -0.65 -1.94
H -0.48 -1.90 -0.68
H -0.55 1.21 2.24
H -2.28 0.91 2.52
H -1.81 2.02 1.23
C 1.44 3.95 1.36
C 2.22 3.88 2.66
O 1.61 2.82 3.41
C 1.46 2.86 4.72
C 0.83 1.60 5.25
O 1.87 3.74 5.43
H 1.37 2.94 0.95
H 1.89 4.67 0.67
H 0.41 4.26 1.50
H 3.30 3.76 2.63
H 2.07 4.83 3.18
H -0.08 1.25 4.77
H 0.63 1.77 6.31
H 1.58 0.81 5.24
C 0.25 -4.61 0.90
C 0.55 -3.31 1.63
O 0.55 -3.57 3.04
C 0.77 -2.59 3.92
C 0.76 -3.10 5.33
O 0.89 -1.41 3.65
H 0.83 -5.39 1.39
H 0.63 -4.50 -0.11
H -0.82 -4.78 0.87
H 1.49 -2.84 1.33
H -0.24 -2.57 1.42
H 0.67 -4.19 5.37
H 0.14 -2.63 6.08
H 1.78 -2.95 5.72
C -4.81 0.20 3.26
C -3.98 0.13 4.53
O -4.79 0.57 5.62
C -4.26 0.64 6.83
C -5.34 1.06 7.84
O -3.10 0.55 7.15
H -5.32 1.18 3.24
H -5.57 -0.55 3.09
H -4.22 0.33 2.35
H -3.49 -0.82 4.72
H -3.19 0.89 4.41
H -6.18 1.43 7.26
H -4.95 1.88 8.43
H -5.61 0.15 8.38
C -3.89 4.39 6.57
C -2.94 4.33 5.43
O -3.65 4.34 4.18
C -2.94 4.62 3.11
C -3.62 4.59 1.76
O -1.76 4.83 3.08
H -4.55 3.56 6.78
H -4.30 5.41 6.65
H -3.31 4.44 7.50
H -2.17 5.10 5.46
H -2.39 3.38 5.45
H -4.42 3.86 1.68
H -2.88 4.49 0.98
H -4.21 5.50 1.58
C 4.56 4.35 -1.67
C 3.57 3.21 -1.86
O 3.28 2.97 -3.22
C 2.76 1.80 -3.58
C 2.55 1.68 -5.06
O 2.48 0.94 -2.80
H 4.35 5.31 -2.16
H 5.49 4.07 -2.18
H 4.75 4.50 -0.61
H 4.16 2.34 -1.56
H 2.72 3.29 -1.18
H 2.67 0.64 -5.37
H 3.25 2.35 -5.57
H 1.56 2.03 -5.33
C 1.02 -2.49 -4.24
C 0.74 -1.97 -5.63
O 1.92 -2.15 -6.41
C 2.22 -1.19 -7.29
C 3.57 -1.39 -7.92
O 1.49 -0.27 -7.53
H 1.98 -2.15 -3.85
H 1.11 -3.59 -4.23
H 0.23 -2.29 -3.52
H -0.13 -2.48 -6.05
H 0.57 -0.89 -5.59
H 3.77 -2.46 -8.00
H 4.30 -0.93 -7.26
H 3.53 -1.05 -8.95
C 4.39 -3.43 -1.17
C 3.31 -4.41 -0.80
O 3.61 -5.65 -1.50
C 2.73 -6.02 -2.44
C 3.30 -7.12 -3.28
O 1.69 -5.47 -2.70
H 4.38 -2.57 -0.48
H 4.26 -2.93 -2.13
H 5.42 -3.77 -1.02
H 3.37 -4.66 0.26
H 2.29 -4.12 -1.00
H 3.86 -7.88 -2.73
H 3.97 -6.67 -4.02
H 2.50 -7.55 -3.88
C -1.92 -4.96 -1.97
N -3.05 -4.80 -1.07
C -3.79 -6.01 -0.79
C -3.29 -3.68 -0.35
O -4.15 -3.58 0.49
H -1.40 -4.00 -2.00
H -2.26 -5.09 -2.99
H -1.21 -5.69 -1.58
H -3.05 -6.77 -0.49
H -4.48 -5.90 0.04
H -4.22 -6.48 -1.68
H -2.67 -2.85 -0.72
C -4.55 0.90 -4.59
N -3.96 -0.11 -3.73
C -4.37 -0.13 -2.32
C -2.91 -0.84 -4.14
O -2.17 -1.51 -3.43
H -5.62 0.74 -4.71
H -4.07 0.90 -5.57
H -4.34 1.89 -4.18
H -5.43 0.14 -2.25
H -4.26 -1.09 -1.83
H -3.76 0.64 -1.86
H -2.80 -0.77 -5.23
C -0.47 3.10 -1.57
N -1.07 4.14 -2.42
C -0.36 5.40 -2.49
C -2.19 3.90 -3.13
O -2.59 4.65 -4.01
H 0.45 2.92 -2.15
H -1.00 2.15 -1.57
H -0.31 3.43 -0.55
H -0.13 5.73 -1.47
H 0.67 5.24 -2.84
H -0.89 6.11 -3.10
H -2.67 2.95 -2.84
C 5.48 -0.73 0.92
N 4.88 0.58 1.04
C 3.50 0.63 1.50
C 5.73 1.64 1.05
O 5.40 2.80 1.19
H 4.87 -1.54 1.33
H 6.34 -0.81 1.59
H 5.69 -1.10 -0.08
H 3.31 1.62 1.90
H 2.78 0.38 0.72
H 3.45 -0.06 2.34
H 6.75 1.26 0.92
*
```

Results
calculated total energy: -3455.5905 hartree
ΔE to the lowest compared entry with this formula, charge and spin: 146.2 kJ/mol
molar mass: 997.2 g mol⁻¹
LUMO energy: 0.0130 Ha
SMILES: CCOC(C)=O.CCOC(C)=O.CCOC(C)=O.CCOC(C)=O.CCOC(C)=O.CCOC(C)=O.CCOC(C)=O.CCOC(C)=O.CN(C)C=O.CN(C)C=O.CN(C)C=O.CN(C)C=O

Atom charges from the Mulliken analysis, given in e for atoms 1 to 6:
1. C 2.37
2. C 0.73
3. O 1.16
4. C -0.35
5. C 1.81
6. O -0.38


ORCA calculation (the ωB97M-V functional and the def2-TZVPD basis) on a structure of composition C44H92N5O8.

Structure (ORCA input):
```
! wB97M-V def2-TZVPD RIJCOSX def2/J DEFGRID3
* xyz 3 1
C 20.81 -4.67 0.18
C 19.72 -5.56 -0.35
C 18.70 -4.82 -1.25
C 19.26 -4.50 -2.69
C 19.66 -5.88 -3.34
C 20.65 -6.79 -2.62
N 20.26 -6.84 -1.14
O 20.80 -7.90 -0.41
C 21.99 -6.21 -2.75
C 20.33 -8.25 -3.23
C 18.79 -6.16 0.81
H 21.56 -5.35 0.58
H 20.50 -4.06 1.03
H 21.10 -4.15 -0.74
H 18.26 -3.90 -0.86
H 17.77 -5.38 -1.30
H 20.08 -3.79 -2.75
H 18.54 -3.98 -3.33
H 20.08 -5.65 -4.32
H 18.69 -6.35 -3.49
H 22.70 -6.77 -2.14
H 21.93 -5.17 -2.41
H 22.32 -6.11 -3.79
H 20.91 -9.03 -2.74
H 20.47 -8.45 -4.29
H 19.28 -8.44 -3.00
H 18.05 -6.84 0.40
H 18.34 -5.37 1.41
H 19.48 -6.77 1.40
C 15.76 -2.04 3.72
C 16.87 -2.34 2.77
C 18.08 -2.84 3.54
C 18.00 -4.32 3.89
C 17.76 -5.23 2.69
C 16.51 -4.88 1.87
N 16.38 -3.31 1.79
O 15.47 -2.85 0.92
C 15.25 -5.37 2.57
C 16.67 -5.53 0.37
C 17.32 -1.05 2.06
H 15.42 -2.84 4.39
H 14.89 -1.73 3.15
H 15.89 -1.18 4.38
H 18.34 -2.31 4.46
H 19.00 -2.64 2.99
H 17.16 -4.41 4.58
H 18.92 -4.52 4.43
H 17.82 -6.30 2.87
H 18.62 -4.97 2.07
H 14.37 -5.03 2.03
H 15.17 -4.98 3.58
H 15.17 -6.46 2.65
H 17.41 -5.03 -0.25
H 15.74 -5.48 -0.21
H 16.95 -6.58 0.35
H 18.24 -1.16 1.48
H 17.65 -0.20 2.67
H 16.63 -0.59 1.35
C 14.99 -1.07 -0.70
C 16.22 -0.23 -0.21
C 17.47 -0.24 -1.09
N 18.65 0.56 -0.54
C 18.38 2.10 -0.55
C 19.95 0.31 -1.34
C 21.12 0.67 -0.44
C 20.65 0.51 1.01
C 19.16 0.06 0.88
H 15.20 -2.08 -0.35
H 14.88 -1.18 -1.78
H 14.04 -0.73 -0.30
H 16.60 -0.60 0.74
H 15.87 0.80 -0.07
H 17.06 0.26 -1.97
H 17.92 -1.20 -1.36
H 18.43 2.38 -1.61
H 19.09 2.78 -0.08
H 17.38 2.18 -0.13
H 19.91 0.81 -2.31
H 20.04 -0.76 -1.56
H 21.38 1.72 -0.53
H 22.08 0.19 -0.57
H 20.69 1.32 1.73
H 21.22 -0.25 1.54
H 18.52 0.52 1.63
H 19.04 -1.01 1.01
C 24.77 -4.38 0.75
C 24.20 -4.73 2.13
C 22.64 -4.57 2.03
N 21.88 -4.99 3.34
C 22.39 -6.31 3.89
C 20.36 -4.99 3.05
C 19.90 -3.55 3.39
C 21.08 -2.73 4.02
C 21.95 -3.90 4.40
H 25.85 -4.46 0.81
H 24.64 -3.42 0.25
H 24.31 -5.11 0.09
H 24.67 -4.14 2.91
H 24.54 -5.75 2.32
H 22.29 -5.17 1.19
H 22.32 -3.54 1.91
H 21.88 -6.50 4.83
H 23.46 -6.24 4.10
H 22.22 -7.03 3.08
H 19.91 -5.85 3.54
H 20.27 -5.19 1.98
H 19.13 -3.51 4.16
H 19.50 -3.02 2.52
H 20.85 -2.22 4.96
H 21.59 -2.12 3.28
H 21.62 -4.31 5.35
H 22.98 -3.55 4.46
C 18.50 -1.68 -2.36
C 19.35 -2.32 -3.46
C 19.16 -1.57 -4.73
N 20.22 -2.05 -5.80
C 20.11 -3.51 -6.18
C 20.05 -1.29 -7.15
C 21.41 -1.35 -7.90
C 22.41 -1.30 -6.71
C 21.65 -1.50 -5.41
H 18.71 -2.17 -1.41
H 17.43 -1.83 -2.49
H 18.71 -0.61 -2.31
H 19.03 -3.36 -3.54
H 20.41 -2.36 -3.22
H 19.33 -0.50 -4.64
H 18.22 -1.72 -5.26
H 19.17 -3.81 -6.64
H 20.12 -3.92 -5.17
H 21.02 -3.79 -6.71
H 19.30 -1.80 -7.76
H 19.73 -0.28 -6.88
H 21.35 -2.32 -8.39
H 21.50 -0.50 -8.57
H 23.21 -2.02 -6.88
H 23.00 -0.39 -6.65
H 22.17 -2.18 -4.74
H 21.56 -0.57 -4.86
O 19.35 -2.28 -0.58
C 18.44 -2.86 0.16
O 18.83 -3.52 1.07
O 17.19 -2.62 -0.11
H 19.94 -2.72 0.03
O 20.52 -1.94 1.91
C 21.50 -1.92 1.06
O 21.48 -2.79 0.19
O 22.41 -1.14 1.15
H 20.17 -2.65 1.36
*
```

Results
calculated total energy: -2604.1202 hartree
molar mass: 819.2 g mol⁻¹
LUMO energy: -0.3905 Ha

Atom charges from the Mulliken analysis, given in e for atoms 1 to 6:
1. C -0.63
2. C 2.30
3. C 0.21
4. C -0.58
5. C -2.09
6. C 1.51


ORCA calculation (the ωB97M-V functional and the def2-TZVPD basis) on a cluster of 11 separate species, C44H98N2O18 in total.

Structure (ORCA input):
```
! wB97M-V def2-TZVPD RIJCOSX def2/J DEFGRID3
* xyz 0 1
C -11.07 -21.11 11.94
C -10.89 -22.26 10.94
O -9.57 -22.27 10.37
C -9.24 -23.26 9.53
C -7.80 -23.17 9.04
O -9.96 -24.20 9.19
H -12.04 -21.16 12.45
H -11.04 -20.16 11.41
H -10.27 -21.04 12.67
H -11.12 -23.22 11.40
H -11.66 -22.14 10.17
H -7.72 -23.80 8.16
H -7.17 -23.56 9.84
H -7.53 -22.12 8.87
C -15.67 -23.84 4.36
C -14.94 -22.52 4.45
O -13.71 -22.66 5.11
C -13.30 -21.69 5.95
C -12.14 -22.08 6.83
O -13.76 -20.55 6.04
H -16.51 -23.76 3.66
H -16.21 -24.16 5.25
H -14.97 -24.63 4.08
H -14.77 -22.30 3.39
H -15.64 -21.77 4.83
H -12.17 -21.58 7.80
H -11.28 -21.61 6.35
H -12.00 -23.15 6.94
C -11.01 -21.41 0.48
C -12.17 -21.04 1.44
O -11.84 -19.89 2.26
C -10.87 -20.00 3.16
C -10.92 -18.90 4.19
O -10.10 -20.95 3.38
H -10.83 -20.54 -0.15
H -11.43 -22.18 -0.16
H -10.19 -21.81 1.06
H -13.10 -20.91 0.90
H -12.38 -21.93 2.05
H -9.92 -18.78 4.62
H -11.65 -19.24 4.92
H -11.34 -18.00 3.75
C -15.64 -21.27 10.06
C -14.97 -22.60 9.67
C -15.16 -23.63 10.77
C -14.85 -23.29 12.15
N -14.64 -22.97 13.23
H -16.69 -21.36 10.32
H -15.60 -20.59 9.20
H -15.19 -20.74 10.89
H -13.90 -22.54 9.47
H -15.34 -22.93 8.70
H -14.57 -24.49 10.44
H -16.20 -23.96 10.87
C -16.19 -18.16 4.15
C -16.07 -17.99 5.65
C -14.86 -17.24 6.22
C -14.87 -15.82 5.75
N -14.87 -14.73 5.38
H -16.33 -17.23 3.61
H -17.05 -18.80 3.91
H -15.32 -18.72 3.79
H -15.93 -18.96 6.11
H -16.97 -17.52 6.06
H -13.95 -17.72 5.86
H -14.86 -17.29 7.31
C -19.91 -24.31 7.67
O -18.61 -23.89 7.46
C -18.46 -22.46 7.63
C -18.86 -21.73 6.33
O -18.14 -22.24 5.18
C -18.58 -21.70 3.98
H -19.97 -25.39 7.54
H -20.59 -23.85 6.95
H -20.20 -24.03 8.69
H -17.40 -22.35 7.86
H -19.03 -22.06 8.48
H -18.61 -20.67 6.43
H -19.94 -21.84 6.20
H -19.65 -21.83 3.84
H -18.00 -22.13 3.17
H -18.31 -20.65 3.88
C -13.07 -18.79 9.61
O -11.72 -19.03 9.24
C -11.36 -18.55 7.93
C -11.07 -17.06 7.68
O -12.20 -16.13 7.92
C -12.00 -14.83 7.34
H -13.34 -19.51 10.39
H -13.73 -19.05 8.78
H -13.33 -17.82 10.04
H -12.11 -18.85 7.19
H -10.50 -19.12 7.57
H -10.71 -16.97 6.66
H -10.32 -16.73 8.39
H -12.75 -14.21 7.84
H -12.26 -14.78 6.29
H -11.04 -14.36 7.55
C -11.79 -25.53 2.46
O -11.21 -26.16 3.60
C -11.68 -25.45 4.77
C -11.12 -26.06 6.06
O -9.68 -25.98 6.23
C -9.28 -26.82 7.29
H -11.40 -24.53 2.28
H -12.87 -25.59 2.55
H -11.63 -26.13 1.56
H -12.75 -25.57 4.93
H -11.35 -24.41 4.80
H -11.52 -27.06 6.18
H -11.47 -25.49 6.92
H -9.66 -27.82 7.11
H -9.65 -26.48 8.26
H -8.19 -26.87 7.30
C -5.48 -24.82 2.95
O -6.50 -23.83 2.98
C -7.67 -24.09 3.85
C -7.43 -23.82 5.36
O -6.81 -22.58 5.67
C -7.73 -21.49 5.48
H -5.22 -25.14 3.95
H -4.59 -24.31 2.59
H -5.72 -25.63 2.26
H -8.17 -25.05 3.69
H -8.46 -23.48 3.41
H -6.83 -24.64 5.78
H -8.34 -23.90 5.96
H -7.70 -21.20 4.43
H -7.48 -20.65 6.12
H -8.78 -21.75 5.56
C -19.64 -25.89 4.51
O -18.73 -26.93 4.22
C -17.99 -27.29 5.39
C -17.07 -28.52 5.20
O -17.89 -29.67 4.82
C -17.15 -30.88 4.49
H -19.09 -25.04 4.90
H -20.40 -26.32 5.17
H -20.11 -25.59 3.58
H -18.66 -27.55 6.21
H -17.43 -26.45 5.80
H -16.55 -28.65 6.15
H -16.30 -28.34 4.44
H -16.55 -31.24 5.33
H -16.48 -30.73 3.65
H -17.82 -31.67 4.15
C -11.42 -28.45 9.44
O -12.75 -28.98 9.41
C -13.80 -28.24 10.09
C -14.73 -27.45 9.13
O -13.92 -26.42 8.59
C -14.56 -25.68 7.51
H -10.81 -29.06 8.77
H -10.99 -28.56 10.43
H -11.41 -27.40 9.14
H -13.37 -27.58 10.85
H -14.45 -28.97 10.58
H -15.57 -27.06 9.71
H -15.13 -27.97 8.26
H -13.85 -24.93 7.16
H -15.46 -25.19 7.88
H -14.73 -26.34 6.67
*
```

Results
calculated total energy: -3198.8025 hartree
molar mass: 943.3 g mol⁻¹
LUMO energy: 0.0113 Ha
SMILES: CCOC(C)=O.CCOC(C)=O.CCOC(C)=O.CCCC#N.CCCC#N.COCCOC.COCCOC.COCCOC.COCCOC.COCCOC.COCCOC

Atom charges from the Mulliken analysis, given in e for atoms 1 to 6:
1. C -1.29
2. C 0.71
3. O -0.36
4. C 0.66
5. C -0.85
6. O -0.46